86
Properties=species:S:1:pos:R:3:forces:R:3:mulliken_spin:R:1 method="wB97M-V/def2-TZVPD" homo_ev="-8.30 / -8.35" charge=0 total_energy_ha=-3486.83312 multiplicity=2 lumo_energy_ev="0.27 / 0.27"
O -1.051437 0.715903 0.576237 1.281 -1.155 -0.003 -0.2118
V 0.044257 -0.394200 0.745968 -0.325 1.189 -1.238 1.1581
C 3.029005 0.929835 -0.435201 -0.839 -1.737 0.451 -0.0074
O 4.114305 0.006466 -0.232909 0.023 0.614 -0.894 -0.0002
O 1.986583 0.456859 0.257859 -1.876 0.192 0.963 0.0136
C 3.556379 2.323510 -0.032185 -0.418 -0.987 0.383 0.0039
F 2.558364 3.223828 -0.171300 0.374 0.258 0.226 0.0000
F 4.031919 2.358351 1.218163 -0.344 0.302 -0.049 -0.0001
F 4.568712 2.692275 -0.835455 0.012 0.259 -0.269 0.0001
C 4.718207 -0.483732 -1.409841 1.685 0.415 0.286 0.0006
C 6.195591 -0.720406 -1.101500 0.403 -1.281 -0.395 0.0001
H 6.678052 -1.058563 -2.027413 0.012 0.056 0.020 0.0000
H 6.788141 0.114770 -0.733826 -0.514 0.363 0.009 0.0000
H 6.344262 -1.547848 -0.401859 -0.165 0.102 0.142 0.0000
H 4.770756 0.218137 -2.250724 -0.741 0.294 0.182 -0.0004
H 4.268865 -1.412447 -1.771868 -0.241 -0.021 0.132 -0.0001
H 2.781636 1.001143 -1.501832 0.358 0.127 -0.344 0.0057
C -0.419642 -2.336041 -2.138578 -0.666 2.130 -1.315 -0.0036
O -1.802421 -2.727729 -2.137243 -0.042 -0.789 0.613 -0.0003
O -0.185073 -1.556690 -1.095485 1.171 -0.838 1.548 0.0251
C 0.481220 -3.563049 -2.518828 -0.272 1.026 0.960 0.0007
F 1.768110 -3.190917 -2.523056 0.125 -0.160 0.249 0.0000
F 0.326798 -4.580650 -1.644143 0.035 -0.606 -0.383 0.0000
F 0.228855 -4.024458 -3.746463 -0.336 -0.178 0.034 0.0001
C -2.521917 -2.611147 -3.340090 0.268 -0.533 -1.330 0.0005
C -3.055256 -1.228011 -3.627084 -0.749 0.742 0.541 0.0002
H -3.900292 -0.946207 -2.989405 0.264 -0.163 0.392 0.0000
H -2.279620 -0.475652 -3.469625 0.026 -0.015 -0.061 -0.0003
H -3.493631 -1.090509 -4.617668 0.457 -0.397 -0.263 0.0001
H -3.290087 -3.388981 -3.328913 -0.180 0.244 0.162 0.0001
H -1.872515 -2.899459 -4.177864 -0.006 0.014 0.095 0.0000
H -0.300404 -1.755397 -3.071401 0.072 0.177 -0.282 0.0050
O 1.143463 -2.018452 1.718119 0.652 0.696 -0.467 0.0033
C 1.813593 -3.032768 1.518511 -1.072 -1.022 1.833 0.0032
N 1.391671 -3.964998 0.673277 0.315 -0.320 -0.398 -0.0005
C 2.927145 -3.409429 2.480364 1.143 0.684 0.388 0.0002
H 0.708539 -3.745019 -0.036297 -0.052 0.114 0.459 -0.0006
H 1.681185 -4.921118 0.779349 0.331 0.096 -0.304 0.0001
H 3.886616 -3.644776 2.014535 -0.218 0.056 -0.470 0.0001
H 2.782279 -4.231769 3.184489 -0.800 -0.185 -0.406 0.0001
H 3.140297 -2.555656 3.124265 -0.189 0.161 -0.201 -0.0001
O -1.955533 3.523411 2.806586 0.185 0.650 -0.244 -0.0002
C -1.391018 4.475468 2.252437 0.106 -2.501 1.176 -0.0005
N -1.029531 5.541260 3.016552 -0.023 0.543 -1.284 0.0000
C -0.896217 4.268652 0.840434 -0.488 0.927 0.530 0.0025
H -1.081060 6.411688 2.502059 0.307 0.209 0.617 0.0000
H -1.363563 5.484564 3.964019 -0.280 0.336 -0.036 0.0000
H -0.806802 3.188296 0.758587 0.132 0.041 -0.407 -0.0010
H 0.033997 4.808854 0.668125 0.077 -0.128 -0.075 0.0001
H -1.684931 4.646182 0.187194 0.156 -0.160 -0.127 -0.0001
O 0.103504 0.198588 2.840108 0.371 0.062 -0.318 -0.0081
C -0.236258 0.339751 4.012768 -0.232 -0.248 -1.026 0.0049
N -0.764735 1.491717 4.440644 0.297 -0.764 0.083 0.0044
C -0.084506 -0.787809 4.991247 0.335 0.547 -0.034 0.0004
H -1.111543 2.120970 3.721668 -0.178 0.450 0.243 -0.0001
H -1.059949 1.512817 5.399360 -0.288 0.427 -0.076 0.0000
H 0.476529 -0.349714 5.820544 -0.100 -0.517 0.303 0.0006
H 0.473971 -1.580778 4.504395 0.036 -0.031 0.104 -0.0003
H -1.063507 -1.146537 5.303521 0.036 0.032 0.176 0.0001
O -1.739272 -1.624732 1.662852 0.416 0.161 -0.024 0.0019
C -2.391317 -2.668788 1.650259 0.836 -0.243 1.165 0.0026
N -2.775575 -3.248023 0.518759 0.029 -0.050 -0.892 -0.0004
C -2.723763 -3.344715 2.990156 -0.533 -0.387 -1.023 0.0004
H -3.195214 -4.155696 0.427411 -0.101 -0.011 0.529 0.0006
H -2.439476 -2.854535 -0.363515 0.032 0.099 0.064 -0.0018
H -2.808415 -2.595548 3.769260 -0.183 0.024 -0.041 -0.0001
H -1.996796 -4.095714 3.303097 0.410 0.276 -0.286 -0.0001
H -3.637435 -3.926643 2.840350 -0.207 0.278 0.398 0.0001
O -0.775603 1.639332 -1.831891 -0.195 0.206 -0.777 0.0008
C 0.090351 2.037473 -2.599522 -0.788 -0.706 1.008 -0.0005
N 0.556021 3.301268 -2.505586 0.286 -0.094 -0.826 0.0000
C 0.726582 1.122329 -3.592890 1.021 -0.354 -1.325 -0.0004
H 1.388936 3.525827 -3.020136 0.018 0.380 0.213 -0.0001
H 0.247532 3.847905 -1.721778 0.202 0.049 0.118 0.0001
H 1.498849 0.522628 -3.108577 -0.079 0.038 0.278 0.0001
H 1.228926 1.614692 -4.433142 0.049 0.395 0.289 0.0002
H 0.094021 0.400122 -4.107634 -0.616 0.161 0.579 0.0001
O -4.043300 4.253953 0.136602 -0.692 -0.323 -0.363 0.0000
C -3.797274 3.430104 -0.732465 1.821 -0.436 0.536 -0.0002
N -3.053701 3.783134 -1.820577 -0.362 0.414 -0.199 0.0000
C -4.027200 1.939840 -0.619637 -0.884 -0.389 0.156 -0.0005
H -2.515076 3.085741 -2.309330 0.037 -0.049 0.140 0.0000
H -2.675689 4.714120 -1.742270 0.008 -0.007 -0.353 0.0000
H -5.025962 1.715831 -1.006960 -0.071 -0.013 0.182 0.0000
H -3.969838 1.623062 0.420130 -0.164 0.270 0.075 -0.0001
H -3.341639 1.284619 -1.156312 0.301 0.508 -0.223 -0.0004